This record from OMol25 describes a structure of composition C35H30GeN2OS2Tc at a distorted geometry. The level of theory is ωB97M-V/def2-TZVPD.

```
72
Properties=species:S:1:pos:R:3
Tc 1.290 -0.956 -0.100
C 1.351 -1.477 4.256
C 1.695 -1.643 2.801
N 1.065 -0.946 1.899
N 0.059 -0.076 2.342
C -0.808 0.143 1.421
S 2.168 0.898 -0.396
S -2.025 1.356 1.690
C -1.298 2.261 3.088
C 0.016 2.900 2.720
C 1.151 2.659 3.485
C 2.367 3.230 3.140
C 2.462 4.043 2.019
C 1.333 4.286 1.249
C 0.119 3.719 1.600
C 2.716 -2.613 2.435
C 3.433 -3.242 3.475
C 4.382 -4.206 3.249
C 4.650 -4.601 1.937
C 3.972 -4.020 0.897
C 3.001 -3.021 1.104
O 2.428 -2.543 0.018
H 0.549 -0.764 4.378
H 2.228 -1.126 4.803
H 1.057 -2.436 4.683
H -1.180 1.579 3.927
H -2.052 3.004 3.353
H 1.084 2.001 4.343
H 3.246 3.026 3.737
H 3.413 4.477 1.741
H 1.401 4.906 0.365
H -0.752 3.890 0.981
H 3.235 -2.956 4.498
H 4.910 -4.653 4.080
H 5.392 -5.364 1.738
H 4.162 -4.306 -0.130
C -0.763 -0.561 0.118
Ge -1.477 0.088 -1.595
C -3.422 -0.021 -1.804
C -3.965 0.153 -3.078
C -5.335 0.069 -3.284
C -6.182 -0.186 -2.213
C -5.655 -0.360 -0.942
C -4.283 -0.280 -0.742
C -0.668 -1.373 -2.647
C -1.440 -2.470 -3.019
C -0.847 -3.669 -3.395
C 0.534 -3.806 -3.382
C 1.324 -2.725 -3.023
C 0.726 -1.520 -2.667
C -0.859 1.855 -2.168
C -1.376 3.012 -1.589
C -0.936 4.265 -1.990
C 0.025 4.380 -2.986
C 0.532 3.236 -3.586
C 0.090 1.985 -3.179
H -1.180 -1.575 0.233
H -3.313 0.361 -3.920
H -5.741 0.207 -4.278
H -7.251 -0.249 -2.371
H -6.311 -0.560 -0.104
H -3.885 -0.424 0.256
H -2.522 -2.397 -2.999
H -1.471 -4.507 -3.680
H 0.991 -4.749 -3.649
H 2.403 -2.811 -3.011
H 1.377 -0.663 -2.459
H -2.134 2.936 -0.818
H -1.347 5.154 -1.527
H 0.369 5.358 -3.299
H 1.275 3.317 -4.369
H 0.496 1.102 -3.660
```

## Properties
- strongest force on any atom (hartree/bohr) = 0.021
- energy relative to the best compared isomer or geometry (same formula, charge and spin) (kJ/mol) = 64.3
- net charge = 0
- LUMO (alpha / beta) (eV) = -1.02 / -0.78
- multiplicity = 2
- gap between HOMO and LUMO (alpha / beta) (eV) = 5.13 / 7.09

=====

This record from OMol25 describes a structure of composition C35H30InN5S at a distorted geometry. The level of theory is ωB97M-V/def2-TZVPD.

```
72
Properties=species:S:1:pos:R:3
In 0.389 -0.811 0.754
C 3.713 -1.736 1.196
C 3.022 -2.951 1.843
C 2.031 -2.535 2.897
C 2.440 -2.128 4.159
C 1.488 -1.735 5.082
C 0.146 -1.777 4.727
C -0.179 -2.164 3.443
N 0.741 -2.534 2.538
N 2.917 -1.143 0.110
C 3.361 0.239 -0.163
C 2.279 1.168 -0.645
C 2.379 2.531 -0.419
C 1.350 3.350 -0.846
C 0.271 2.789 -1.511
C 0.250 1.418 -1.689
N 1.227 0.616 -1.251
C 2.968 -1.942 -1.118
C 1.876 -2.979 -1.262
C 2.086 -4.165 -1.956
C 1.010 -5.007 -2.183
C -0.244 -4.662 -1.702
C -0.367 -3.481 -0.993
N 0.668 -2.668 -0.799
H 4.709 -2.024 0.832
H 3.833 -0.974 1.965
H 3.778 -3.596 2.291
H 2.482 -3.517 1.085
H 3.494 -2.097 4.404
H 1.784 -1.387 6.063
H -0.631 -1.487 5.419
H -1.205 -2.169 3.092
H 4.175 0.233 -0.901
H 3.750 0.665 0.758
H 3.229 2.939 0.112
H 1.376 4.412 -0.643
H -0.547 3.399 -1.856
H -0.576 0.924 -2.185
H 3.941 -2.435 -1.233
H 2.828 -1.257 -1.956
H 3.073 -4.420 -2.320
H 1.148 -5.927 -2.737
H -1.102 -5.295 -1.874
H -1.309 -3.147 -0.567
S 1.668 3.025 3.195
C 1.618 1.538 2.621
N 1.638 0.430 2.207
C -1.805 -0.724 0.777
C -2.209 0.270 0.096
C -2.804 1.296 -0.558
C -3.010 2.559 0.179
C -4.094 3.402 -0.083
C -4.263 4.580 0.628
C -3.361 4.943 1.619
C -2.286 4.111 1.900
C -2.113 2.935 1.190
C -3.122 1.140 -1.982
C -3.316 -0.138 -2.529
C -3.500 -0.313 -3.890
C -3.482 0.777 -4.752
C -3.310 2.049 -4.226
C -3.141 2.232 -2.862
H -4.820 3.122 -0.836
H -5.109 5.222 0.413
H -3.496 5.866 2.169
H -1.572 4.376 2.671
H -1.267 2.295 1.410
H -3.327 -0.991 -1.862
H -3.661 -1.309 -4.284
H -3.607 0.635 -5.817
H -3.297 2.906 -4.888
H -3.005 3.231 -2.468
```

## Properties
- strongest force on any atom (hartree/bohr) = 0.025
- energy relative to the best compared isomer or geometry (same formula, charge and spin) (kJ/mol) = 0.0
- net charge = 0
- LUMO (eV) = -0.10
- gap between HOMO and LUMO (eV) = 5.49

=====

This record from OMol25 describes a structure of composition C35H30N3O9Ru at a distorted geometry. The level of theory is ωB97M-V/def2-TZVPD.

```
78
Properties=species:S:1:pos:R:3
Ru 0.015 0.363 0.833
O 2.991 1.226 4.242
C 2.006 0.971 3.384
O 2.285 0.830 2.040
C 0.694 0.805 3.822
C 0.435 0.789 5.211
C -0.807 0.379 5.651
C -1.795 0.063 4.728
C -1.535 0.221 3.366
N -0.305 0.567 2.913
C -2.526 0.097 2.317
O -3.781 -0.264 2.598
O -2.281 0.382 1.154
H 3.840 1.018 3.787
H 1.226 1.040 5.901
H -0.996 0.292 6.712
H -2.757 -0.296 5.070
H -3.888 -0.438 3.540
C 3.604 0.354 0.124
C 3.558 0.579 1.586
O 4.503 0.542 2.336
H 4.626 0.459 -0.227
H 2.931 1.031 -0.400
H 3.251 -0.661 -0.090
N -0.110 2.598 0.773
C -0.991 3.318 -0.136
C -1.181 4.686 0.020
C -1.993 5.381 -0.862
C -2.616 4.711 -1.906
C -2.441 3.343 -2.046
C -1.635 2.644 -1.160
H -0.329 2.866 1.727
H 0.846 2.899 0.602
H -0.691 5.215 0.831
H -2.139 6.445 -0.734
H -3.237 5.256 -2.605
H -2.933 2.814 -2.853
H -1.492 1.577 -1.257
O 1.547 -1.429 -1.685
C 0.962 -0.401 -1.996
O 0.588 0.539 -1.174
C 0.639 -0.117 -3.439
C 0.747 -1.147 -4.361
C 0.426 -0.959 -5.706
C 0.015 0.298 -6.073
O -0.350 0.745 -7.315
C -0.729 2.107 -7.153
O -0.519 2.471 -5.795
C -0.086 1.333 -5.156
C 0.209 1.159 -3.830
H 1.083 -2.112 -4.007
H 0.493 -1.760 -6.429
H -1.787 2.227 -7.406
H -0.116 2.737 -7.803
H 0.112 1.962 -3.114
C 3.265 -3.768 2.702
C 2.481 -2.918 3.463
C 1.433 -2.216 2.882
C 1.158 -2.339 1.517
C 1.954 -3.208 0.758
C 2.989 -3.912 1.346
N 0.111 -1.631 0.901
C -0.905 -2.366 0.312
C -1.241 -3.661 0.759
C -2.312 -4.345 0.215
C -3.084 -3.775 -0.790
C -2.751 -2.513 -1.260
C -1.676 -1.821 -0.732
H 4.074 -4.324 3.158
H 2.666 -2.813 4.526
H 0.790 -1.610 3.499
H 1.755 -3.288 -0.301
H 3.592 -4.578 0.742
H -0.666 -4.108 1.560
H -2.555 -5.332 0.590
H -3.929 -4.311 -1.203
H -3.331 -2.066 -2.058
H -1.405 -0.855 -1.137
```

## Properties
- strongest force on any atom (hartree/bohr) = 0.051
- energy relative to the best compared isomer or geometry (same formula, charge and spin) (kJ/mol) = 127.4
- net charge = 0
- LUMO (alpha / beta) (eV) = -0.37 / -1.19
- multiplicity = 2
- gap between HOMO and LUMO (alpha / beta) (eV) = 6.22 / 4.68

=====

Among the records above, which one has the highest strongest force on any atom? C35H30N3O9Ru